C9H21N2OP | the ωB97M-V functional and the def2-TZVPD basis

Properties
Kohn-Sham gap: 0.201 hartree
HOMO energy: -4.8 eV

Atoms and positions in Å:
O 0.698 1.403 -1.833
N -0.226 2.176 0.573
N -0.094 -0.899 -0.075
P 0.076 0.820 -0.446
C -1.419 2.240 1.459
C -0.028 -1.647 -2.524
C 1.925 -2.039 -1.139
C 0.562 -0.916 2.300
C -1.879 -1.353 1.606
C 1.012 2.730 -1.439
C -0.012 3.261 -0.416
C 0.421 -1.895 -1.079
C -0.409 -1.452 1.255
H -1.590 3.299 1.816
H -1.308 1.607 2.332
H -2.239 1.892 0.859
H 0.132 -2.607 -3.070
H -1.079 -1.450 -2.547
H 0.577 -0.847 -2.962
H 2.169 -2.863 -1.835
H 2.302 -2.323 -0.166
H 2.398 -1.130 -1.516
H 0.565 -1.543 3.210
H 0.357 0.132 2.511
H 1.582 -0.896 1.839
H -2.034 -1.693 2.627
H -2.331 -0.406 1.493
H -2.405 -2.035 0.947
H 1.085 3.372 -2.327
H 2.044 2.729 -1.032
H -0.940 3.521 -0.929
H 0.375 4.188 0.039
H 0.004 -2.845 -0.789
H -0.292 -2.532 1.259



C4H16N2O3 | the ωB97M-V functional and the def2-TZVPD basis

Properties
Kohn-Sham gap: 0.360 hartree
HOMO energy: -9.1 eV

Atoms and positions in Å:
N 1.170 -2.402 0.846
C 0.508 -1.202 1.408
C -0.906 -1.112 0.953
N -1.265 -1.198 -0.421
C -1.264 0.027 -1.197
C -0.039 0.120 -2.148
O 0.255 1.527 -2.288
H 0.583 -3.096 0.406
H 1.828 -2.137 0.127
H 0.599 -1.331 2.493
H 1.106 -0.355 1.037
H -1.496 -0.261 1.417
H -1.488 -1.878 1.513
H -2.023 -1.808 -0.656
H -1.173 0.854 -0.489
H -2.118 0.187 -1.865
H 0.830 -0.298 -1.634
H -0.225 -0.413 -3.075
H -0.238 1.878 -3.021
O 2.047 2.957 0.192
H 1.263 2.933 0.746
H 1.893 2.278 -0.458
O -0.087 1.859 1.817
H 0.511 1.969 2.552
H -0.271 0.900 1.747



C16H36As3F18O9V | the ωB97M-V functional and the def2-TZVPD basis

Properties
Kohn-Sham gap (spin up / spin down): 0.160 / 0.295 hartree
Net charge: -2
<S²>: 2.0247
HOMO energy (spin up / spin down): -0.3 / -4.0 eV
Multiplicity: 3

Atoms and positions in Å:
O -0.147 0.909 0.611
V -0.493 1.193 -0.855
As -1.616 -2.532 -0.269
F -3.120 -2.385 -1.244
F -2.323 -1.691 1.094
F 0.051 -2.541 0.536
F -0.911 -3.489 -1.680
F -1.028 -0.920 -0.895
F -2.058 -4.163 0.510
As -0.819 4.185 1.823
F -0.073 2.782 2.635
F -1.201 3.084 0.463
F -1.623 5.557 0.938
F -0.375 5.211 3.266
F 0.797 4.545 1.068
F -2.444 3.787 2.465
As -0.199 0.244 -4.675
F -0.233 0.752 -2.988
F -1.827 -0.484 -4.466
F -0.100 -0.276 -6.350
F 1.506 0.892 -4.808
F 0.436 -1.358 -4.181
F -0.955 1.802 -5.200
C 2.000 -1.121 -1.469
O 1.626 0.235 -1.216
C 2.711 1.174 -1.448
C 2.343 2.419 -0.693
O 0.972 2.780 -1.018
C 0.861 3.726 -2.123
C -0.577 4.057 -2.233
O -1.420 2.901 -2.115
C -2.633 3.127 -2.779
H 2.858 -1.341 -0.833
H 2.357 -1.161 -2.498
H 1.244 -1.876 -1.254
H 2.798 1.468 -2.494
H 3.689 0.899 -1.052
H 3.047 3.192 -1.000
H 2.473 2.296 0.382
H 1.207 3.304 -3.067
H 1.455 4.587 -1.814
H -0.688 4.576 -3.186
H -0.865 4.796 -1.485
H -3.227 3.750 -2.110
H -3.224 2.224 -2.931
H -2.541 3.695 -3.705
C 1.898 -5.940 3.771
O 2.502 -5.273 2.638
C 3.882 -5.505 2.488
C 4.713 -4.396 3.188
O 4.681 -3.136 2.531
C 3.398 -2.432 2.352
C 3.589 -0.970 2.042
O 2.342 -0.235 2.027
C 1.661 -0.278 3.277
H 2.588 -5.862 4.611
H 1.811 -7.023 3.679
H 0.874 -5.640 3.996
H 4.103 -5.435 1.423
H 4.203 -6.459 2.906
H 5.752 -4.719 3.262
H 4.369 -4.291 4.217
H 2.906 -2.649 3.300
H 2.883 -2.890 1.507
H 4.090 -0.885 1.078
H 4.254 -0.536 2.789
H 1.073 -1.175 3.471
H 0.954 0.551 3.291
H 2.321 -0.156 4.136
O -2.661 1.132 -0.319
C -3.727 1.133 0.329
O -4.982 0.980 -0.112
C -5.196 0.637 -1.472
C -6.622 0.105 -1.623
C -3.726 1.286 1.854
H -4.478 -0.156 -1.683
H -5.027 1.409 -2.223
H -6.597 -0.429 -2.572
H -7.279 0.974 -1.602
H -6.971 -0.569 -0.841
H -2.725 1.440 2.256
H -4.211 0.430 2.324
H -4.359 2.152 2.049



CHEuF3NO3S2 | the ωB97M-V functional and the def2-TZVPD basis

Properties
Kohn-Sham gap (spin up / spin down): 0.189 / 0.188 hartree
Net charge: +1
<S²>: 15.7631
HOMO energy (spin up / spin down): -11.2 / -11.2 eV
Multiplicity: 8

Atoms and positions in Å:
Eu 2.517 1.522 -2.764
N 0.255 -1.207 -1.762
S -1.041 -1.852 -2.268
O -1.205 -1.080 -3.525
S 0.953 -0.915 -0.346
O 1.868 0.266 -0.751
O 1.506 -2.166 0.123
C -0.752 -0.218 0.554
F -0.800 -0.934 1.655
F -0.410 1.026 0.811
F -1.976 -0.167 0.081
H 3.158 1.625 -0.784



C16H17N | the ωB97M-V functional and the def2-TZVPD basis

Properties
Kohn-Sham gap: 0.313 hartree
HOMO energy: -7.7 eV

Atoms and positions in Å:
C -2.781 -1.076 -0.278
C -1.316 -1.431 -0.103
C -0.212 -0.767 0.401
N 0.949 -1.512 0.257
C 0.552 -2.778 -0.140
C 1.287 -3.954 -0.268
C 0.659 -5.088 -0.602
C -0.728 -5.091 -0.861
C -1.538 -3.937 -0.808
C -0.837 -2.771 -0.374
H -3.055 -1.036 0.802
H -3.403 -1.883 -0.634
H -2.860 -0.060 -0.678
H -0.278 0.156 0.936
H 1.860 -1.137 0.107
H 2.407 -3.926 -0.048
H 1.102 -6.058 -0.754
H -1.264 -5.988 -1.160
H -2.567 -3.871 -1.103
C 0.528 4.955 1.985
C 0.681 3.973 0.861
C -0.386 3.192 0.420
C -0.164 2.220 -0.540
C 1.072 2.073 -1.171
C 2.115 2.860 -0.729
C 1.921 3.838 0.242
H -0.442 4.795 2.439
H 0.657 5.994 1.662
H 1.333 4.889 2.763
H -1.337 3.395 0.883
H -0.997 1.609 -0.933
H 1.151 1.266 -1.882
H 3.076 2.747 -1.230
H 2.815 4.403 0.539



C19H20BrF3N4O4PtS2Si | the ωB97M-V functional and the def2-TZVPD basis

Properties
Kohn-Sham gap: 0.200 hartree
Net charge: -2
HOMO energy: -1.7 eV

Atoms and positions in Å:
Pt -0.053 -0.502 0.189
Br 6.082 -5.532 1.960
C 4.485 -4.488 1.916
C 3.570 -4.617 2.945
N 2.439 -3.918 2.976
C 2.191 -3.088 1.962
C 3.062 -2.896 0.892
C 4.250 -3.609 0.876
C 2.732 -1.922 -0.242
O 3.669 -1.469 -0.884
O 1.483 -1.767 -0.412
H 3.756 -5.302 3.764
H 1.256 -2.537 1.983
H 4.953 -3.450 0.070
F 0.841 2.381 0.197
C 1.198 1.161 0.741
F 1.111 1.420 2.123
F 2.553 1.113 0.528
C -1.839 -3.020 1.953
Si -1.496 -2.366 0.180
C -0.910 -3.910 -0.775
C -3.262 -2.051 -0.470
H -2.480 -3.911 1.926
H -2.359 -2.253 2.534
H -0.925 -3.282 2.494
H -1.750 -4.590 -0.959
H -0.140 -4.459 -0.226
H -0.480 -3.622 -1.737
H -3.831 -2.986 -0.527
H -3.237 -1.597 -1.463
H -3.808 -1.365 0.185
N 2.271 5.671 -2.159
C 1.033 4.996 -2.210
C 0.062 5.232 -1.241
C -1.141 4.549 -1.276
C -1.392 3.636 -2.287
C -0.443 3.420 -3.275
C 0.759 4.103 -3.242
S -2.815 2.579 -2.188
O -3.105 2.136 -3.529
O -3.848 3.336 -1.498
N -2.248 1.373 -1.342
C -2.358 1.372 -0.026
S -3.519 2.335 0.881
C -2.924 1.693 2.370
C -1.927 0.830 2.120
N -1.605 0.639 0.800
H 2.538 5.891 -1.211
H 3.006 5.131 -2.593
H 0.270 5.925 -0.433
H -1.884 4.701 -0.504
H -0.644 2.685 -4.043
H 1.514 3.908 -3.996
H -3.318 1.994 3.325
H -1.345 0.300 2.858



C58H55CsN8O3S2Sb | the ωB97M-V functional and the def2-TZVPD basis

Properties
Kohn-Sham gap (spin up / spin down): 0.224 / 0.224 hartree
Net charge: -1
HOMO energy (spin up / spin down): -4.4 / -4.4 eV

Atoms and positions in Å:
Cs -18.063 -19.227 -9.759
C -15.465 -21.877 -8.138
C -16.575 -22.881 -8.482
C -16.857 -23.132 -9.946
C -17.573 -24.332 -10.269
C -17.762 -24.685 -11.588
C -17.242 -23.852 -12.570
C -16.653 -22.645 -12.175
N -16.487 -22.292 -10.881
N -15.870 -20.760 -7.206
C -14.646 -19.956 -6.939
C -14.904 -18.535 -6.574
C -14.093 -17.859 -5.628
C -14.215 -16.486 -5.450
C -15.202 -15.819 -6.193
C -15.992 -16.542 -7.050
N -15.829 -17.848 -7.254
C -16.503 -21.293 -5.956
C -17.562 -20.436 -5.377
C -17.444 -19.848 -4.098
C -18.458 -19.018 -3.649
C -19.559 -18.839 -4.429
C -19.604 -19.444 -5.664
N -18.647 -20.269 -6.099
H -15.087 -21.346 -9.015
H -14.611 -22.426 -7.727
H -17.525 -22.547 -8.056
H -16.314 -23.893 -8.088
H -17.949 -24.939 -9.450
H -18.366 -25.570 -11.816
H -17.329 -24.043 -13.646
H -16.296 -21.952 -12.930
H -13.950 -19.983 -7.801
H -14.071 -20.350 -6.075
H -13.372 -18.514 -5.083
H -13.616 -15.930 -4.707
H -15.318 -14.732 -6.181
H -16.806 -16.094 -7.603
H -15.702 -21.438 -5.224
H -16.923 -22.275 -6.220
H -16.570 -20.058 -3.502
H -18.285 -18.492 -2.725
H -20.424 -18.284 -4.079
H -20.434 -19.310 -6.369
S -20.003 -15.885 -8.875
C -21.063 -17.152 -8.347
C -22.256 -16.867 -7.563
C -23.188 -17.852 -7.301
C -22.971 -19.113 -7.845
C -21.786 -19.354 -8.520
N -20.855 -18.434 -8.710
H -22.346 -15.825 -7.225
H -24.080 -17.633 -6.700
H -23.689 -19.912 -7.763
H -21.518 -20.359 -8.905
N -7.450 -13.738 -12.706
C -8.539 -14.201 -12.660
C -9.827 -14.763 -12.500
C -10.675 -14.175 -11.567
C -11.896 -14.792 -11.335
C -12.220 -15.961 -12.060
C -11.355 -16.513 -13.033
C -10.142 -15.917 -13.225
C -13.495 -16.587 -11.768
C -13.434 -18.010 -11.626
C -12.262 -18.833 -11.381
C -12.712 -20.146 -11.334
C -14.096 -20.087 -11.617
N -14.490 -18.852 -11.861
C -14.671 -15.810 -11.610
C -14.805 -14.385 -11.566
C -16.133 -14.100 -11.140
C -16.729 -15.348 -10.969
N -15.915 -16.379 -11.314
H -10.293 -13.311 -11.016
H -12.625 -14.385 -10.648
H -11.679 -17.342 -13.665
H -9.385 -16.266 -13.909
H -11.319 -18.401 -11.229
H -12.147 -21.012 -11.060
H -14.796 -20.906 -11.649
H -14.069 -13.702 -11.933
H -16.506 -13.090 -10.962
H -17.738 -15.582 -10.667
O -17.257 -18.737 -12.577
H -16.296 -18.917 -12.414
H -17.231 -17.784 -12.290
O -20.302 -17.573 -11.678
H -20.390 -17.028 -10.831
H -20.452 -16.862 -12.361
O -19.841 -22.165 -7.780
H -19.427 -21.362 -7.339
H -20.049 -21.901 -8.684
S -20.432 -21.262 -11.106
Sb -21.362 -20.799 -13.160
C -20.737 -19.468 -14.773
C -21.655 -19.054 -15.755
C -21.324 -18.133 -16.749
C -19.992 -17.607 -16.756
C -19.075 -17.995 -15.755
C -19.436 -18.946 -14.778
C -23.477 -20.500 -12.898
C -24.471 -21.379 -13.297
C -25.819 -21.077 -12.903
C -26.089 -19.992 -12.092
C -25.051 -19.175 -11.621
C -23.769 -19.389 -12.091
C -21.200 -22.700 -14.073
C -21.875 -23.773 -13.542
C -21.644 -25.064 -14.029
C -20.781 -25.274 -15.096
C -20.170 -24.157 -15.692
C -20.350 -22.888 -15.147
H -22.586 -19.536 -15.805
H -22.014 -17.788 -17.534
H -19.729 -16.872 -17.504
H -18.126 -17.466 -15.622
H -18.754 -19.263 -14.026
H -24.233 -22.294 -13.852
H -26.640 -21.685 -13.310
H -27.110 -19.812 -11.778
H -25.203 -18.288 -10.981
H -22.951 -18.745 -11.739
H -22.564 -23.663 -12.710
H -22.088 -25.940 -13.580
H -20.633 -26.306 -15.458
H -19.606 -24.304 -16.599
H -19.871 -22.002 -15.609



C21H23F2N3O4S | the ωB97M-V functional and the def2-TZVPD basis

Properties
Kohn-Sham gap: 0.276 hartree
HOMO energy: -8.3 eV

Atoms and positions in Å:
C 2.053 4.356 -1.873
O 1.072 4.651 -0.910
C 0.582 3.536 -0.209
C 1.597 2.931 0.771
C 0.938 1.954 1.744
N 0.289 0.854 1.058
C -1.086 0.919 0.851
O -1.757 1.816 1.308
C -1.521 -0.244 0.078
C -2.762 -0.604 -0.304
C -4.012 0.119 -0.192
C -4.111 1.504 -0.313
C -5.337 2.137 -0.251
C -6.490 1.396 -0.066
C -6.426 0.014 0.044
C -5.200 -0.618 -0.029
O -5.030 -2.005 0.077
C -6.079 -2.820 0.200
F -6.816 -2.589 1.317
F -6.960 -2.724 -0.829
S -0.147 -1.315 -0.267
C 0.935 -0.229 0.551
C 2.271 -0.535 0.638
C 3.262 0.224 1.264
N 4.158 0.769 1.741
C 2.680 -1.803 0.008
O 1.842 -2.499 -0.563
N 3.977 -2.134 0.097
C 4.534 -3.352 -0.460
C 5.115 -4.211 0.660
C 5.594 -3.004 -1.502
H 2.997 4.038 -1.417
H 1.708 3.573 -2.561
H 2.219 5.276 -2.430
H -0.286 3.905 0.344
H 0.243 2.766 -0.922
H 2.394 2.425 0.223
H 2.047 3.738 1.350
H 1.676 1.560 2.445
H 0.147 2.465 2.300
H -2.853 -1.588 -0.750
H -3.217 2.083 -0.470
H -5.392 3.210 -0.347
H -7.451 1.884 -0.008
H -7.338 -0.543 0.182
H -5.713 -3.858 0.242
H 4.610 -1.518 0.586
H 3.699 -3.875 -0.936
H 5.503 -5.141 0.254
H 4.349 -4.446 1.395
H 5.927 -3.685 1.159
H 6.415 -2.459 -1.040
H 5.988 -3.912 -1.950
H 5.164 -2.387 -2.288



C11H21F7InN4O7S2 | the ωB97M-V functional and the def2-TZVPD basis

Properties
Kohn-Sham gap: 0.175 hartree
Net charge: +1
HOMO energy: -12.9 eV

Atoms and positions in Å:
In -0.553 0.277 0.870
C 3.396 -1.781 -1.070
F 3.906 -1.759 0.160
F 3.708 -0.639 -1.666
F 3.997 -2.749 -1.724
S 1.493 -1.969 -1.028
O 0.932 -0.806 -1.659
O 1.094 -3.188 -1.637
N 1.128 -1.838 0.645
S 1.156 -3.339 1.258
O -0.077 -4.023 1.045
O 2.367 -4.038 0.932
C 1.352 -3.083 3.094
F 0.229 -2.468 3.522
F 1.382 -4.290 3.610
F 2.398 -2.347 3.395
F -3.037 1.345 1.396
C 2.288 3.136 -1.654
C 2.417 2.456 -0.341
O 1.762 1.423 -0.089
N 3.298 2.906 0.546
C 4.148 4.097 0.448
H 1.860 2.452 -2.386
H 3.245 3.511 -2.010
H 1.549 3.942 -1.675
H 3.387 2.443 1.437
H 3.478 4.928 0.232
H 4.933 4.003 -0.302
H 4.653 4.269 1.394
C -3.121 -3.883 2.161
C -3.148 -2.398 1.900
O -2.205 -1.911 1.241
N -4.144 -1.634 2.322
C -5.227 -2.090 3.192
H -3.532 -4.093 3.149
H -2.127 -4.323 2.159
H -3.652 -4.449 1.396
H -4.125 -0.670 2.003
H -5.680 -2.903 2.623
H -5.966 -1.308 3.332
H -4.911 -2.469 4.161
C -1.767 4.090 -2.387
C -1.265 2.675 -2.348
O -1.196 2.056 -1.283
N -1.013 2.138 -3.550
C -0.519 0.786 -3.766
H -2.094 4.476 -1.424
H -2.684 4.085 -2.984
H -1.112 4.852 -2.808
H -1.175 2.771 -4.315
H -0.861 0.052 -3.044
H 0.569 0.806 -3.749
H -0.937 0.474 -4.722



| no. | E (Eh) |
| --- | --- |
| 1 | -881.42879 |
| 2 | -497.17951 |
| 3 | -10757.66820 |
| 4 | -2125.00306 |
| 5 | -674.61246 |
| 6 | -5334.96369 |
| 7 | -3963.72063 |
| 8 | -1877.18754 |
| 9 | -2862.63398 |